# C3H10N2O

A cluster of 3 separate species, C3H10N2O in total at a distorted geometry (ωB97M-V with the def2-TZVPD basis set, the OMol25 dataset).

Each line ends with the Mulliken charge.
Cartesian coordinates (Å):
C (-0.98, 0.43, 0.14)  -0.430
C (-2.22, -0.42, 0.35)  -1.225
H (-2.04, -1.13, 1.15)  0.304
H (-2.45, -0.98, -0.55)  0.315
H (-3.07, 0.21, 0.62)  0.378
H (-1.07, 1.05, -0.76)  0.275
H (-0.85, 1.10, 1.01)  0.361
H (-0.32, -2.04, -1.84)  0.232
C (1.44, 0.04, 0.12)  0.626
N (1.80, 1.35, 0.38)  -0.517
O (2.48, -0.79, -0.10)  -0.477
N (0.27, -0.44, 0.07)  -0.318
H (3.30, -0.39, 0.20)  0.317
H (1.05, 2.02, 0.45)  0.212
H (2.61, 1.71, -0.11)  0.206
H (0.05, -1.70, -1.13)  -0.260

energy relative to the best compared isomer or geometry (same formula, charge and spin) = 2.115 eV
E_LUMO = 0.59 eV
electronic energy = -304.99692 Ha
strongest force on any atom = 3.06 eV Å⁻¹
Kohn-Sham gap = 0.3498 Eh
HOMO energy = -8.932 eV